(1)
DFT (ωB97M-V/def2-TZVPD) results for C21H21ClFNO3 in the gas phase.

Positions of all 48 atoms, in Å:
O1 -1.44110 -3.65446 -3.71351
O2 1.25695 -0.28331 0.37262
F1 0.91429 -9.02133 -0.85001
Cl1 -1.58394 7.61441 4.87632
O3 -0.59222 3.66354 -0.22024
C1 -0.62952 -3.79559 -2.80820
C2 0.16469 -2.68396 -2.31249
C3 -0.29727 -1.50106 -1.87274
C4 0.86646 -6.70264 -0.65450
C5 -0.24786 -7.60595 -2.62166
C6 -2.09407 5.55829 3.19506
C7 0.20855 5.78339 3.75865
C8 0.55105 -5.41782 -1.09827
C9 -0.59340 -6.30915 -3.01637
C10 -1.72443 4.45881 2.39174
C11 0.58883 4.77417 2.93901
C12 0.50453 -7.83379 -1.43279
C13 -1.10626 6.16827 3.85702
C14 -0.24475 -5.17550 -2.30441
C15 -0.40991 4.06892 2.10501
C16 1.41856 2.54229 0.76233
C17 -0.77472 1.66523 1.18675
C18 -0.07857 3.04239 0.96107
C19 0.74169 -0.28632 -1.77111
C20 1.60498 1.56676 -0.45254
C21 -0.65125 0.84648 -0.09069
N1 0.69110 0.40843 -0.44550
H1 -0.35371 4.63679 -0.19168
H2 1.25300 -2.71294 -2.53064
H3 -1.34022 -1.23610 -1.76306
H4 1.44307 -6.98428 0.20210
H5 -0.35888 -8.47367 -3.18341
H6 -3.14075 5.69475 3.31144
H7 0.97448 6.37571 4.31742
H8 0.62631 -4.65434 -0.35782
H9 -1.04208 -6.19637 -3.99199
H10 -2.41748 3.76898 1.96699
H11 1.63822 4.54840 2.89493
H12 1.97997 3.51898 0.63057
H13 1.73074 2.10777 1.74004
H14 -1.81241 1.88284 1.40615
H15 -0.33540 1.22780 2.14206
H16 1.76661 -0.67385 -2.08498
H17 0.53476 0.43869 -2.55088
H18 1.44202 2.15626 -1.42150
H19 2.72701 1.30808 -0.50162
H20 -1.09437 1.41050 -0.88875
H21 -1.26328 -0.03449 0.11407

Output
Orbital gap, eV: 8.078
ΔE to the lowest compared entry with this formula, charge and spin, kJ/mol: 292.6
SMILES: O=C(/C=C/C[N@+]1([O-])CC[C@@](O)(c2ccc(Cl)cc2)CC1)c1ccc(F)cc1
DFT total energy, hartree: -1653.13879
E_HOMO, eV: -8.23
Net charge: 0

natural (NBO) analysis output, partial charges in e: -0.52, -0.73, -0.33, -0.06, -0.74, 0.53, -0.29, -0.13, -0.28, -0.29, -0.26, -0.26, -0.15, -0.14, -0.18, -0.18, 0.43, 0.05, -0.17, -0.04, -0.44, -0.42, 0.25, -0.25, -0.21, -0.25, 0.08, 0.49, 0.23, 0.21, 0.23, 0.23, 0.24, 0.24, 0.23, 0.24, 0.21, 0.22, 0.22, 0.24, 0.22, 0.25, 0.23, 0.20, 0.19, 0.25, 0.22, 0.23

---

(2)
DFT (ωB97M-V/def2-TZVPD) results for C21H21ClFNO4 in the gas phase.

Positions of all 49 atoms, in Å:
C1 -3.23757 -4.13652 0.58628
H1 -2.24065 -4.35993 0.19466
O1 -3.66768 -2.85281 0.20342
C2 -2.91363 -1.77080 0.55908
C3 -1.78262 -1.86367 1.36364
C4 -1.05901 -0.74661 1.72541
C5 -1.43087 0.51101 1.26229
C6 -2.56444 0.61387 0.46146
C7 -3.31619 -0.49667 0.10486
O2 -4.41170 -0.20479 -0.65146
C8 -5.06965 -1.20518 -1.39814
H2 -5.76930 -0.66634 -2.03732
H3 -5.62048 -1.89593 -0.75688
H4 -4.36892 -1.76660 -2.01960
H5 -2.92359 1.56850 0.11030
C9 -0.57254 1.65747 1.61685
O3 0.04002 1.70335 2.65993
C10 -0.45410 2.76502 0.56038
C11 0.59909 3.80741 0.96658
C12 1.93060 3.55520 0.25316
H6 2.74360 4.02337 0.80851
H7 1.92005 3.99181 -0.74741
C13 2.20093 2.05905 0.14494
N1 1.17311 1.43473 -0.67027
C14 1.27281 0.20074 -1.19318
O4 0.38105 -0.34116 -1.82102
C15 2.60430 -0.48353 -1.01639
C16 3.45170 -0.63256 -2.10764
C17 4.64358 -1.32365 -1.98175
C18 5.00176 -1.89000 -0.77074
C19 4.15964 -1.76559 0.32348
C20 2.96679 -1.06379 0.19092
F1 2.15184 -0.94550 1.25298
Cl1 4.58087 -2.47095 1.84071
H8 5.92675 -2.43377 -0.66589
H9 5.29808 -1.42829 -2.83288
H10 3.16249 -0.20259 -3.05396
C21 -0.08295 2.14944 -0.79003
H11 0.00775 2.93967 -1.54444
H12 -0.82827 1.42953 -1.13259
H13 3.18051 1.87916 -0.30988
H14 2.19956 1.62521 1.15205
H15 0.24889 4.81521 0.74199
H16 0.74792 3.73139 2.04568
H17 -1.43854 3.23387 0.47718
H18 -0.18393 -0.84134 2.34780
H19 -1.45752 -2.82608 1.72359
H20 -3.24014 -4.25519 1.67438
H21 -3.95938 -4.82516 0.14896

Output
Orbital gap, eV: 8.862
SMILES: COc1ccc(C(=O)[C@H]2CCCN(C(=O)c3cccc(Cl)c3F)C2)cc1OC
DFT total energy, hartree: -1728.59675
E_HOMO, eV: -8.17
Net charge: 0

natural (NBO) analysis output, partial charges in e: -0.25, 0.18, -0.50, 0.25, -0.29, -0.15, -0.19, -0.23, 0.33, -0.51, -0.24, 0.19, 0.18, 0.18, 0.22, 0.61, -0.55, -0.33, -0.41, -0.41, 0.22, 0.20, -0.23, -0.44, 0.67, -0.61, -0.19, -0.17, -0.21, -0.21, -0.13, 0.44, -0.32, 0.03, 0.23, 0.22, 0.23, -0.23, 0.20, 0.26, 0.21, 0.21, 0.21, 0.24, 0.24, 0.23, 0.22, 0.18, 0.20

---

(3)
DFT (ωB97M-V/def2-TZVPD) results for a molecular structure, C21H21ClIrN3O4.

Positions of all 51 atoms, in Å:
Ir1 -0.02760 -0.75199 0.38481
O1 -1.73045 -3.99467 1.73582
Cl1 -1.69342 -3.14119 0.61146
O2 -2.67046 -3.43054 -0.37893
O3 -0.33604 -3.08575 0.01567
O4 -1.87993 -1.68552 1.07262
C1 0.54082 3.63441 1.72394
C2 0.10909 2.49451 1.04131
N1 0.57409 1.28906 1.31128
C3 1.52167 1.14840 2.27001
C4 1.99676 2.22379 3.01721
C5 1.47390 3.49592 2.71882
C6 2.97777 1.99733 4.04394
C7 3.44282 0.75809 4.28765
C8 2.98740 -0.36367 3.51244
C9 3.45636 -1.67624 3.71403
C10 3.00695 -2.69883 2.91934
C11 2.08433 -2.41995 1.91226
N2 1.62257 -1.18548 1.71023
C12 2.05013 -0.16448 2.50546
H1 0.12821 4.60230 1.46805
H2 -0.63791 2.56159 0.25821
H3 1.81575 4.35852 3.28057
H4 3.33474 2.84460 4.61885
H5 4.17675 0.58796 5.06621
H6 4.17444 -1.86805 4.50456
H7 3.35239 -3.71443 3.05519
H8 1.71709 -3.19592 1.25204
C13 -3.43363 0.75339 -3.84111
N3 -3.46819 0.36809 -2.38933
C14 -3.20081 1.55266 -1.51307
C15 -2.58974 -0.83614 -2.04354
C16 -1.14526 -0.67403 -2.43057
C17 -0.74460 -1.13433 -3.67470
C18 0.57339 -0.99313 -4.11072
C19 1.51290 -0.36430 -3.31137
C20 1.14351 0.08149 -2.04847
C21 -0.16399 -0.10762 -1.57415
H9 -4.15880 1.54453 -4.00668
H10 -3.68572 -0.11419 -4.44638
H11 -2.43665 1.10395 -4.08581
H12 -4.41821 0.05849 -2.19287
H13 -2.19475 1.90621 -1.72144
H14 -3.28956 1.24989 -0.47238
H15 -3.92512 2.32843 -1.74223
H16 -3.03002 -1.68147 -2.56541
H17 -2.71284 -1.00030 -0.97666
H18 -1.46683 -1.62597 -4.32205
H19 0.85656 -1.37209 -5.08577
H20 2.53128 -0.23903 -3.65689
H21 1.87884 0.57571 -1.42143

Output
Orbital gap (alpha / beta), eV: 7.803 / 6.298
ΔE to the lowest compared entry with this formula, charge and spin, kJ/mol: 35.2
Multiplicity: 5
DFT total energy, hartree: -1841.67153
E_HOMO (alpha / beta), eV: -14.00 / -14.87
⟨S²⟩: 6.01
Net charge: +2

natural (NBO) analysis output, partial charges in e: 1.48, -0.70, 2.50, -0.75, -0.84, -0.86, -0.24, 0.11, -0.51, 0.13, -0.06, -0.08, -0.15, -0.16, -0.09, -0.06, -0.24, 0.10, -0.55, 0.23, 0.25, 0.20, 0.25, 0.25, 0.25, 0.25, 0.26, 0.25, -0.42, -0.33, -0.42, -0.27, 0.01, -0.21, -0.13, -0.19, -0.19, -0.39, 0.24, 0.24, 0.24, 0.44, 0.23, 0.24, 0.24, 0.25, 0.25, 0.23, 0.25, 0.25, 0.23